(1)
Entry from the OMol25 dataset: C37H36MoN5O6S2 as an isolated structure (ωB97M-V/def2-TZVPD).

Properties
Spin multiplicity: 3
Net charge: +1
Energy relative to the best compared isomer or geometry (same formula, charge and spin), kcal/mol: 0.0
Highest occupied orbital energy (alpha / beta), hartree: -0.3067 / -0.3514
Energy, Eh: -3021.05335
HOMO-LUMO gap (alpha / beta), eV: 4.4 / 5.6

```
87
C37H36MoN5O6S2, DFT ωB97M-V/def2-TZVPD
Mo 0.25828 0.20458 -0.18295
C 3.37985 -0.19761 6.08313
C 2.42635 -0.39392 4.93559
C 1.99282 -1.66364 4.56922
C 1.09696 -1.88855 3.50356
C 0.54576 -3.14522 3.18244
N 1.09132 -4.36463 3.49482
C 2.51301 -4.63462 3.30327
C 2.91731 -4.40080 1.84007
C 2.18013 -5.33604 0.87581
N 2.14172 -4.73359 -0.46075
C 1.19387 -3.93385 -0.86965
C -0.13708 -3.88688 -0.38201
C -0.87430 -4.98336 0.10429
C -2.16579 -4.83854 0.56262
C -2.98829 -6.01822 1.00865
C -2.71253 -3.55074 0.60114
C -2.01227 -2.42760 0.18056
C -2.62004 -1.11883 0.29562
N -2.03139 0.01163 0.22619
C -2.88611 1.20277 0.37092
C -2.16066 2.52274 0.13606
C -1.08028 2.77451 1.17301
N -0.18582 1.62061 1.37682
C 0.41240 1.62287 2.52954
C 1.07347 0.52574 3.14297
C 1.92097 0.69774 4.24970
C 0.71196 -0.76282 2.69923
O 0.02906 -0.94640 1.60575
C -0.73117 -2.59336 -0.39604
O -0.06875 -1.61127 -0.88892
H 3.61468 -1.14400 6.56819
H 2.95893 0.47727 6.82943
H 4.31694 0.24173 5.73623
H 2.28798 -2.50953 5.17845
H -0.40999 -3.15395 2.66961
H 0.49919 -5.15268 3.30102
H 2.71294 -5.65863 3.61944
H 3.10874 -3.96717 3.92092
H 3.99898 -4.50541 1.72438
H 2.65215 -3.36950 1.59227
H 1.15731 -5.46842 1.20706
H 2.66045 -6.31289 0.82596
H 3.04581 -4.60623 -0.89719
H 1.46874 -3.20419 -1.62835
H -0.44376 -5.97699 0.04943
H -2.43492 -6.95055 0.91375
H -3.89364 -6.10117 0.40569
H -3.29725 -5.90463 2.04872
H -3.71898 -3.42232 0.98695
H -3.69542 -1.13136 0.49460
H -3.30450 1.21101 1.38280
H -3.72555 1.12817 -0.32445
H -2.88342 3.33586 0.21067
H -1.74512 2.55455 -0.86238
H -1.57128 2.98122 2.12641
H -0.49355 3.65323 0.89377
H 0.32300 2.52199 3.13944
H 2.19034 1.70334 4.55489
S 2.50534 -0.53668 0.54016
C 3.62230 0.78948 0.37024
C 4.93115 0.64012 0.83806
C 5.83215 1.68037 0.73463
C 5.43789 2.88457 0.15576
C 4.14362 3.04615 -0.29580
C 3.22123 2.00257 -0.17872
S 1.56975 2.27349 -0.68005
H 5.21595 -0.30593 1.28335
H 6.84152 1.55903 1.10476
H 6.14481 3.69846 0.06370
H 3.82094 3.97868 -0.74239
O -0.65750 0.88673 -1.75201
C -0.62156 1.08700 -2.99512
C 0.47757 0.82213 -3.80764
C 0.46152 1.21345 -5.16155
C 1.53159 0.94175 -5.95603
C 2.65522 0.24580 -5.44575
C 2.69185 -0.15894 -4.14910
C 1.60947 0.11419 -3.25356
O 1.66374 -0.27362 -2.05636
N 1.52431 1.37573 -7.34556
O 2.46788 1.05070 -8.04073
O 0.56917 2.02668 -7.73076
H -1.52517 1.49736 -3.45450
H -0.39172 1.73915 -5.57098
H 3.47972 0.04995 -6.11704
H 3.55280 -0.67880 -3.75120
```

---

(2)
Entry from the OMol25 dataset: C37H37ClMoN7O2S2 as an isolated structure (ωB97M-V/def2-TZVPD).

Properties
Spin multiplicity: 1
Net charge: +1
Energy relative to the best compared isomer or geometry (same formula, charge and spin), kcal/mol: 0.0
Highest occupied orbital energy, hartree: -0.3672
Energy, Eh: -3290.57805
HOMO-LUMO gap, eV: 6.7

```
87
C37H37ClMoN7O2S2, DFT ωB97M-V/def2-TZVPD
Mo -0.22501 0.08700 0.70295
C 0.82311 -1.79199 1.34159
C -0.41854 -2.18728 0.74251
C -1.46525 -1.72666 1.56937
C -0.89857 -1.02932 2.65472
C 0.50356 -1.10400 2.54495
H 1.82816 -1.98153 0.99763
H -0.55714 -2.71353 -0.18496
H -2.51614 -1.85846 1.39111
H -1.43532 -0.47052 3.40644
H 1.20177 -0.65622 3.23048
C -1.01509 5.50125 2.94331
C -1.91032 4.65761 2.03255
C -1.12030 3.90108 1.01951
N -1.12342 2.62934 0.90456
N -0.28546 2.15157 -0.06730
C 0.40602 3.08047 -0.67579
N 1.32420 2.89411 -1.61982
S -0.02338 4.66908 -0.10916
H -1.61571 6.01567 3.69154
H -0.47118 6.25880 2.37595
H -0.29532 4.86321 3.45687
H -2.64556 5.28571 1.52525
H -2.45668 3.91424 2.61167
H 1.62478 1.96614 -1.92153
H 1.88056 3.67621 -1.91856
Cl -3.09739 -2.64728 -5.54315
C -2.87933 -1.82228 -4.03154
C -2.52408 -0.48425 -4.02252
C -2.34217 0.16379 -2.81229
C -2.50785 -0.49457 -1.59208
C -2.26888 0.21005 -0.30065
C -2.89786 -1.83596 -1.63976
C -3.07838 -2.50252 -2.84222
H -2.39236 0.04213 -4.95843
H -2.05800 1.21026 -2.81019
H -3.02870 -0.07393 0.42787
H -2.41589 1.27528 -0.44996
H -3.08493 -2.37523 -0.71821
H -3.38558 -3.53976 -2.86136
O 0.45586 2.14640 3.15232
C 1.47530 2.00162 2.50298
N 2.65798 2.66841 2.68905
C 3.73054 2.02198 1.94156
C 2.91735 0.96530 1.15923
O 3.43120 0.15827 0.40638
N 1.60430 1.11782 1.43344
C 4.36962 2.94388 0.90406
C 5.58725 2.60468 0.31940
C 6.12930 3.39548 -0.68396
C 5.46030 4.53238 -1.11826
C 4.24436 4.87199 -0.54190
C 3.70042 4.07970 0.46164
C 4.74380 1.40722 2.89639
C 4.81321 0.04176 3.13846
C 5.71094 -0.45778 4.07511
C 6.54415 0.40124 4.77342
C 6.47974 1.76828 4.53522
C 5.58706 2.26677 3.60038
H 2.83698 3.08063 3.59160
H 6.11572 1.72180 0.65717
H 7.08548 3.13178 -1.11814
H 5.89284 5.15846 -1.88797
H 3.72729 5.77051 -0.85780
H 2.76159 4.35588 0.92544
H 4.17983 -0.64039 2.58587
H 5.75665 -1.52379 4.25804
H 7.24313 0.00844 5.49985
H 7.12911 2.44503 5.07486
H 5.55022 3.33269 3.40386
C 4.61889 -3.40482 -1.56467
C 4.09592 -2.04132 -1.85967
C 4.84816 -0.98244 -2.29029
C 4.20750 0.24038 -2.52310
N 2.90256 0.39411 -2.30591
C 2.19067 -0.61797 -1.84437
S 0.47323 -0.51091 -1.58590
N 2.77508 -1.83166 -1.68601
C 4.95077 1.43680 -3.00438
H 5.68556 -3.45995 -1.76127
H 4.11087 -4.15073 -2.17871
H 4.44522 -3.64980 -0.51554
H 5.91083 -1.09315 -2.44488
H 2.17799 -2.59244 -1.38636
H 6.01306 1.23526 -3.12041
H 4.82245 2.25131 -2.28747
H 4.53599 1.76243 -3.95932
```

---

(3)
Entry from the OMol25 dataset: a 7-piece molecular cluster, C37H37F10IO24P2 overall (ωB97M-V/def2-TZVPD).

Properties
Spin multiplicity: 1
Highest occupied orbital energy, hartree: -0.2935
Energy, Eh: -5216.29567
HOMO-LUMO gap, eV: 6.1

```
111
C37H37F10IO24P2, DFT ωB97M-V/def2-TZVPD
C -2.45173 -0.94746 5.73348
P -3.66544 -0.37062 4.37774
C -5.32182 -1.31862 4.40232
C -2.87050 -0.29551 2.64383
C -2.56438 -1.50161 1.77424
C -2.91760 -3.02261 2.27365
F -4.39476 -3.20690 2.03185
F -2.26157 -4.06380 1.39682
F -2.50076 -3.34364 3.65811
C -1.82691 -1.28056 0.28933
O -2.10213 -2.02812 -0.78776
C -0.74865 -0.00231 0.25297
C 0.63393 0.01098 -0.63955
C 1.06390 -1.23226 -1.62114
C 2.06333 -2.33868 -0.93762
C 3.63819 -2.08486 -1.43837
I 4.95608 -2.40470 0.28937
C 1.60760 1.35096 -0.51741
C 1.27750 2.64568 0.43268
C -0.09958 2.63466 1.32853
P -0.57199 4.08136 2.52522
O 0.35257 5.31026 2.15990
C -1.08138 1.32424 1.21600
C -2.49904 1.23371 2.07685
O -3.33346 2.25346 2.29313
H -1.46746 -1.33514 5.18056
H -2.11116 0.03157 6.31809
H -2.90628 -1.74078 6.47076
H -5.82494 -1.08503 5.45945
H -6.08303 -0.86978 3.60505
H -5.23479 -2.48378 4.34001
H 0.10626 -1.71407 -2.14511
H 1.67723 -0.74312 -2.52083
H 1.96812 -2.43576 0.22786
H 1.78623 -3.41425 -1.37461
H 3.91621 -2.80138 -2.35107
H 3.82066 -0.98909 -1.81205
H 2.63520 1.39291 -1.12367
H 1.96488 3.59873 0.52302
H -1.94449 4.46191 2.21967
H -0.47069 3.66208 3.92496
C 10.26506 -2.45074 0.03025
C 9.05709 -3.03693 0.67746
O 8.13386 -3.14255 -0.38244
C 8.89486 -3.31295 -1.49981
O 8.46235 -3.71253 -2.56805
O 10.20482 -2.98865 -1.27550
F 8.54829 -2.19292 1.60290
H 10.22750 -1.35764 -0.02548
H 11.19034 -2.74476 0.53306
H 9.22087 -4.02402 1.12282
C 0.14720 3.80562 -3.81604
C 0.68119 3.48424 -5.17002
O 1.95733 2.94876 -4.90239
C 1.85093 2.37809 -3.66963
O 2.65429 1.58236 -3.21217
O 0.72906 2.80043 -3.01045
F 0.83650 4.60741 -5.90625
H 0.46763 4.78931 -3.45679
H -0.94433 3.75637 -3.77697
H 0.08440 2.75333 -5.72601
C 0.65543 -4.18426 7.31063
C 1.33424 -3.60942 8.50666
O 0.69197 -2.36741 8.68491
C -0.56715 -2.54595 8.19560
O -1.50122 -1.79394 8.41892
O -0.65804 -3.67574 7.42959
F 2.64254 -3.38005 8.25490
H 1.09401 -3.83967 6.36814
H 0.65472 -5.27758 7.31817
H 1.22926 -4.21196 9.41520
C 4.71504 3.27602 -6.99027
C 6.13889 3.42080 -6.57388
O 6.69755 2.16013 -6.86630
C 5.96925 1.68424 -7.91501
O 6.31694 0.75439 -8.62377
O 4.80402 2.38148 -8.08106
F 6.23287 3.62955 -5.24150
H 4.08795 2.83405 -6.20872
H 4.27304 4.22735 -7.29848
H 6.68719 4.20055 -7.11321
C -4.68360 6.32827 4.75294
C -4.89923 4.99015 5.37314
O -4.07724 4.13675 4.60963
C -3.05251 4.92435 4.17801
O -2.00467 4.49608 3.72361
O -3.33894 6.25410 4.32358
F -6.18222 4.59079 5.22446
H -5.33168 6.50357 3.88769
H -4.82279 7.14477 5.46662
H -4.61050 4.93259 6.42805
C -7.08767 -5.00243 1.71890
C -7.28491 -6.30375 2.41844
O -8.67962 -6.50002 2.36221
C -9.08152 -5.86461 1.22581
O -10.16387 -6.03833 0.69082
O -8.12007 -5.01371 0.75352
F -6.91957 -6.21350 3.71692
H -7.22009 -4.14078 2.38179
H -6.10619 -4.93091 1.24247
H -6.77470 -7.14953 1.94530
C -0.46735 2.31442 -10.08648
C -1.27347 1.17000 -9.57445
O -1.38227 1.43495 -8.19429
C -1.32866 2.79238 -8.08857
O -1.66213 3.41511 -7.09415
O -0.86254 3.37240 -9.23651
F -0.60939 0.00316 -9.73304
H 0.61097 2.15160 -9.98594
H -0.69118 2.54636 -11.13122
H -2.27343 1.09289 -10.01451
```